1.
Here is CH3Cl2FN2O2S2 as an isolated structure from the Open Molecules 2025 dataset. Energies are from wB97M-V/def2-TZVPD.

XYZ file:
```
13
Properties=species:S:1:pos:R:3:lowdin_charge:R:1
C 1.3426 -0.2575 0.2966 -0.50
N -2.1916 1.3182 0.4907 -0.61
N -1.0978 -1.0318 0.1866 -0.94
O -3.5027 -0.5569 -0.6926 -0.33
O -3.1828 -0.6916 1.7811 -0.31
F 1.1528 1.0382 -0.1083 -0.09
S 0.0626 -0.6542 1.4679 0.91
S -2.7097 -0.3243 0.4558 0.42
Cl -2.9253 2.2368 -0.7480 0.62
Cl -1.5488 -2.7128 -0.0329 0.60
H 1.2454 -0.8682 -0.6476 0.11
H 2.2485 -0.5435 0.8686 0.08
H -1.1145 1.1892 0.4909 0.03
```

Summary:
ΔE to the lowest compared entry with this formula, charge and spin	216.7	kJ/mol
gap between HOMO and LUMO	9.9413	eV
HOMO level	-10.4	eV
LUMO energy	-0.497	eV
2S+1	1
total charge	0
M	229.09	g/mol

2.
Here is B3F12Tl as an isolated structure from the Open Molecules 2025 dataset. Energies are from wB97M-V/def2-TZVPD.

XYZ file:
```
16
Properties=species:S:1:pos:R:3:lowdin_charge:R:1
Tl -5.5307 8.6587 -17.6173 1.90
B -8.0216 7.9493 -18.8397 -1.24
F -7.3635 6.8848 -18.1809 0.14
F -7.0350 8.6620 -19.5711 0.13
F -9.1544 7.5836 -19.5111 0.21
F -8.4645 8.7614 -17.7456 0.13
B -6.3002 7.3977 -14.7037 -1.25
F -6.5682 6.4656 -15.7440 0.12
F -6.7039 6.9441 -13.4818 0.21
F -4.9245 7.6487 -14.7650 0.14
F -6.9994 8.5765 -15.1044 0.14
B -3.0581 10.2203 -16.6253 -1.20
F -2.6763 9.0302 -17.3227 0.11
F -3.8419 10.9625 -17.5753 0.10
F -4.0085 9.7588 -15.6677 0.13
F -2.0864 10.9564 -16.0337 0.23
```

Summary:
ΔE to the lowest compared entry with this formula, charge and spin	144.4	kJ/mol
gap between HOMO and LUMO	4.3814	eV
HOMO level	-13.5	eV
LUMO energy	-9.083	eV
2S+1	1
total charge	0
M	464.80	g/mol

3.
Here is one molecule with the formula C8H8FNO from the Open Molecules 2025 dataset. Energies are from wB97M-V/def2-TZVPD.

XYZ file:
```
19
Properties=species:S:1:pos:R:3:lowdin_charge:R:1
C -0.0196 -2.4180 1.5739 0.02
C 0.5108 -1.1925 1.6917 -0.16
N 0.6928 -0.2396 0.7399 -0.02
C 0.4907 -0.3228 -0.7278 -0.07
C 0.7742 1.1108 -1.2245 -0.02
C 0.0796 2.2540 -0.5842 -0.25
C -1.0067 3.0005 -0.5569 0.09
C 1.2785 2.0252 0.2059 -0.20
F 2.2862 2.9021 0.3052 0.10
C 1.2420 0.9312 1.2457 -0.34
O 1.4024 1.0794 2.4368 0.10
H -0.2918 -3.1577 2.3139 0.04
H -0.2818 -3.0842 0.6929 0.06
H 0.6891 -0.8246 2.6522 0.10
H -0.4906 -0.6687 -0.9948 0.12
H 1.1241 -1.0363 -1.1995 0.11
H 1.2152 1.3860 -2.2476 0.16
H -1.3560 3.6861 0.1955 0.06
H -1.8448 2.7115 -1.3358 0.11
```

Summary:
SMILES string	C=CN1C[C@H]2C(=C)[C@@]2(F)C1=O
ΔE to the lowest compared entry with this formula, charge and spin	375.5	kJ/mol
gap between HOMO and LUMO	9.3131	eV
HOMO level	-8.8	eV
LUMO energy	0.533	eV
2S+1	1
total charge	0
M	153.16	g/mol

4.
Here is C3H4BrIN2O2 as an isolated structure from the Open Molecules 2025 dataset. Energies are from wB97M-V/def2-TZVPD.

XYZ file:
```
13
Properties=species:S:1:pos:R:3:lowdin_charge:R:1
C 0.1521 0.0596 0.9913 -0.70
C -0.0742 -0.0926 -1.6841 -0.32
C -1.0777 -0.2734 0.3240 -1.04
N 0.3897 1.3442 1.4671 0.13
N 1.0049 -0.8360 -1.5193 0.16
O 1.1100 -0.7798 0.9997 -0.09
O -0.7340 0.6598 -2.3482 0.06
Br -1.7977 -2.0732 0.6891 0.59
I -2.7417 1.1722 0.2039 0.77
H -0.2530 2.0504 1.7222 0.04
H 1.3712 1.2763 1.9362 0.16
H 1.1552 -1.1905 -0.5054 0.09
H 1.4952 -1.3169 -2.2765 0.14
```

Summary:
ΔE to the lowest compared entry with this formula, charge and spin	117.0	kJ/mol
gap between HOMO and LUMO	8.6757	eV
HOMO level	-8.7	eV
LUMO energy	-0.030	eV
2S+1	1
total charge	0
M	306.88	g/mol

5.
Here is C34H54N4OP2SY as an isolated structure from the Open Molecules 2025 dataset. Energies are from wB97M-V/def2-TZVPD.

XYZ file:
```
97
Properties=species:S:1:pos:R:3:lowdin_charge:R:1
Y -0.1462 1.2009 0.1128 1.13
C 0.3119 1.3239 4.6127 -0.13
C 0.8258 -0.0626 4.2121 -0.53
C 0.4723 -1.0802 5.2998 -0.10
P 0.3214 -0.4430 2.4677 1.04
C -1.2716 -1.4061 2.4483 -0.53
C -1.1813 -2.8778 2.8417 -0.09
C -2.3729 -0.6728 3.2153 -0.11
C 1.5445 -1.6034 1.8054 -0.32
C 2.2692 -2.4780 2.6213 -0.06
C 3.0838 -3.4733 2.1145 -0.28
C 3.8763 -4.3851 3.0095 -0.05
C 3.1194 -3.6070 0.7258 -0.03
C 2.4376 -2.7454 -0.1057 -0.04
C 1.6669 -1.6784 0.3985 -0.33
N 0.9929 -0.7735 -0.4089 -0.14
C 1.3524 -0.6315 -1.7578 -0.36
C 2.6850 -0.6359 -2.2007 -0.06
C 3.0134 -0.4280 -3.5265 -0.03
C 2.0343 -0.1906 -4.4879 -0.28
C 2.3846 0.0388 -5.9331 -0.04
C 0.7129 -0.1744 -4.0622 -0.05
C 0.3494 -0.3859 -2.7301 -0.31
P -1.3543 -0.3339 -2.0667 1.06
C -2.5966 0.4677 -3.2120 -0.52
C -2.9138 1.9008 -2.7725 -0.13
C -2.4462 0.4346 -4.7344 -0.12
C -1.9253 -2.1031 -2.0498 -0.53
C -1.0245 -3.0027 -1.2084 -0.11
C -2.0919 -2.6937 -3.4487 -0.10
H 0.7037 1.5949 5.5948 0.08
H 0.6015 2.0942 3.8982 0.03
H -0.7783 1.3320 4.6795 0.07
H 1.9180 -0.0104 4.1311 0.11
H -0.5983 -1.0828 5.5008 0.07
H 0.7673 -2.0988 5.0602 0.06
H 0.9725 -0.7962 6.2277 0.09
H -1.5407 -1.3645 1.3828 0.07
H -0.9726 -2.9940 3.9051 0.07
H -2.1351 -3.3696 2.6372 0.09
H -0.4048 -3.3999 2.2831 0.07
H -2.2672 -0.8106 4.2909 0.07
H -2.3713 0.3975 3.0092 0.04
H -3.3493 -1.0705 2.9317 0.09
H 2.1909 -2.3840 3.6965 0.09
H 3.5989 -4.2499 4.0545 0.07
H 3.7132 -5.4323 2.7515 0.08
H 4.9472 -4.1920 2.9222 0.08
H 3.6992 -4.4095 0.2830 0.12
H 2.4970 -2.9012 -1.1740 0.11
H 3.4742 -0.8164 -1.4820 0.12
H 4.0561 -0.4511 -3.8227 0.12
H 3.4257 -0.2124 -6.1295 0.08
H 1.7624 -0.5694 -6.5905 0.08
H 2.2360 1.0827 -6.2169 0.08
H -0.0562 -0.0171 -4.8026 0.08
H -3.4745 -0.1375 -2.9514 0.10
H -2.1568 2.6044 -3.1293 0.06
H -3.8566 2.2227 -3.2189 0.09
H -2.9983 1.9901 -1.6889 0.05
H -1.7233 1.1794 -5.0704 0.07
H -2.1476 -0.5360 -5.1227 0.06
H -3.4030 0.6968 -5.1903 0.09
H -2.9084 -2.0467 -1.5679 0.11
H -0.0271 -3.0732 -1.6457 0.08
H -0.9119 -2.6516 -0.1850 0.04
H -1.4486 -4.0082 -1.1855 0.09
H -1.1600 -2.6247 -4.0153 0.08
H -2.3494 -3.7513 -3.3678 0.08
H -2.8835 -2.2084 -4.0170 0.06
O -2.2733 1.5008 0.6711 -0.35
N -2.8385 2.4058 1.4684 -0.20
C -4.1469 2.2295 1.7632 -0.02
C -4.8064 3.1070 2.5739 -0.04
C -4.0993 4.1949 3.0953 -0.05
C -2.7739 4.3557 2.7815 -0.07
C -2.1072 3.4464 1.9436 -0.65
S -0.4551 3.5943 1.5084 0.63
H -4.5821 1.3536 1.3076 0.14
H -5.8500 2.9448 2.7961 0.12
H -4.5925 4.9068 3.7426 0.12
H -2.2008 5.1858 3.1669 0.11
N 0.3648 2.8196 -1.7232 -0.05
C 1.7330 3.0143 -2.2594 -0.22
C 2.7226 3.4620 -1.1913 -0.17
C 3.2247 2.3607 -0.2697 -0.22
N 2.2054 1.9190 0.7065 -0.06
H -0.2497 2.5896 -2.4992 0.06
H 0.0228 3.7021 -1.3455 0.06
H 1.7126 3.7581 -3.0597 0.12
H 2.0562 2.0681 -2.6992 0.10
H 2.2982 4.2854 -0.6050 0.12
H 3.5915 3.8772 -1.7059 0.12
H 4.1233 2.7040 0.2486 0.12
H 3.5039 1.4938 -0.8688 0.10
H 2.1089 2.6203 1.4370 0.05
H 2.5372 1.0751 1.1704 0.07
```

Summary:
ΔE to the lowest compared entry with this formula, charge and spin	18.8	kJ/mol
gap between HOMO and LUMO	7.0894	eV
HOMO level	-9.2	eV
LUMO energy	-2.091	eV
2S+1	1
total charge	+1
M	717.75	g/mol

6.
Here is C14H38N3O5V as an isolated structure from the Open Molecules 2025 dataset. Energies are from wB97M-V/def2-TZVPD.

XYZ file:
```
61
Properties=species:S:1:pos:R:3:lowdin_spin:R:1
O 0.8356 -1.1689 -0.2725 -0.27
V 0.1388 0.1214 0.4518 1.22
C 3.9423 1.4851 -0.1019 0.00
C 3.2310 1.4737 1.2581 0.00
O 1.9024 1.0551 1.2906 0.02
H 3.2282 1.4867 -0.9279 0.00
H 4.6434 0.6672 -0.2855 0.00
H 4.6308 2.3350 -0.1258 0.00
H 3.3238 2.4442 1.7548 0.00
H 3.8286 0.7807 1.8696 0.00
C 1.0383 -2.9617 3.6819 0.00
C 0.4074 -2.4454 2.4004 0.00
C -0.9494 -3.1003 2.1659 0.00
O -1.3594 -2.7951 0.8478 0.00
C -2.3625 -3.6189 0.3422 0.00
N 0.3011 -0.9756 2.4202 0.00
H 1.2094 -4.0364 3.7042 0.00
H 0.4394 -2.6747 4.5526 0.00
H 2.0154 -2.5061 3.8641 0.00
H 1.0274 -2.6783 1.5355 0.00
H -1.7457 -2.7969 2.8591 0.00
H -0.8347 -4.1905 2.2118 0.00
H -2.0063 -4.6644 0.3517 0.00
H -2.6030 -3.4687 -0.7089 0.00
H -3.2837 -3.6334 0.9383 0.00
H 1.1925 -0.5346 2.6834 0.00
H -0.2172 -0.7364 3.2723 0.00
C 0.8328 3.6178 -2.7392 0.00
C 0.4368 2.1509 -2.5386 0.00
C 1.4807 1.3076 -3.2316 0.00
O 1.4526 -0.0480 -2.8582 0.00
C 2.5187 -0.7775 -3.4445 0.00
N 0.5082 1.9165 -1.0628 -0.01
H 1.8328 3.8293 -2.3756 0.00
H 0.0476 4.2776 -2.3603 0.00
H 0.7679 3.8782 -3.8036 0.00
H -0.5713 1.9056 -2.8641 0.00
H 2.4970 1.7061 -3.1298 0.00
H 1.2869 1.4139 -4.3091 0.00
H 2.2882 -1.8391 -3.3385 0.00
H 3.4101 -0.6098 -2.8329 0.00
H 2.5972 -0.5767 -4.5145 0.00
H 1.4667 1.9489 -0.7038 0.00
H 0.1117 2.7545 -0.6389 0.00
C -3.9287 1.3491 1.8900 0.00
C -2.7484 0.6471 1.2114 0.00
C -2.8704 0.4673 -0.2825 0.00
O -1.6671 -0.1134 -0.7405 0.02
C -1.7178 -0.5107 -2.0974 0.00
N -1.4740 1.3379 1.5605 0.01
H -3.8228 1.2704 2.9725 0.00
H -4.8476 0.8168 1.6365 0.00
H -4.0116 2.3998 1.6102 0.00
H -2.7210 -0.3520 1.6584 0.00
H -3.1311 1.4066 -0.7925 0.00
H -3.7394 -0.1596 -0.5129 0.00
H -2.3476 -1.3962 -2.2308 0.00
H -0.7061 -0.7810 -2.4009 0.00
H -2.0981 0.2840 -2.7452 0.00
H -1.5044 1.2780 2.5778 0.00
H -1.6021 2.3371 1.3974 0.00
```

Summary:
ΔE to the lowest compared entry with this formula, charge and spin	38.6	kJ/mol
gap between HOMO and LUMO (spin up / spin down)	8.2971 / 8.6805	eV
HOMO level (spin up / spin down)	-11.1 / -11.1	eV
LUMO energy (spin up / spin down)	-2.763 / -2.423	eV
2S+1	2
total charge	+1
M	379.42	g/mol